(1)
{"formula": "C50H42GdN11O2", "method": "ωB97M-V/def2-TZVPD", "total_charge": 2, "multiplicity": 8, "max_force_ha_per_bohr": 0.006, "homo_lumo_gap_ha": [0.198, 0.278], "e_tot_ha": -3448.6791, "elements": ["Gd", "C", "C", "C", "C", "C", "C", "C", "N", "N", "C", "C", "C", "C", "C", "C", "N", "C", "C", "C", "C", "C", "C", "N", "H", "H", "H", "H", "H", "H", "H", "H", "H", "H", "H", "H", "H", "H", "H", "H", "H", "H", "H", "H", "C", "C", "C", "C", "N", "C", "N", "C", "N", "C", "N", "C", "C", "C", "C", "C", "N", "C", "C", "C", "C", "C", "C", "H", "H", "H", "H", "H", "H", "H", "H", "H", "H", "H", "H", "O", "C", "O", "C", "C", "C", "C", "C", "C", "N", "C", "C", "C", "C", "C", "C", "N", "H", "H", "H", "H", "H", "H", "H", "H", "H", "H"], "xyz": [[0.12, 0.38, 0.28], [3.15, -2.04, 0.21], [4.01, -0.83, -0.12], [3.55, -0.21, -1.41], [4.45, -0.05, -2.46], [3.99, 0.35, -3.71], [2.64, 0.58, -3.86], [1.82, 0.44, -2.76], [2.25, 0.09, -1.54], [1.96, -1.70, 1.02], [1.00, -2.82, 0.95], [0.57, -3.14, -0.45], [0.49, -4.45, -0.89], [0.08, -4.70, -2.19], [-0.21, -3.63, -3.01], [-0.11, -2.35, -2.49], [0.25, -2.09, -1.23], [2.41, -1.55, 2.40], [1.40, -0.96, 3.34], [1.66, -1.01, 4.70], [0.73, -0.49, 5.59], [-0.44, 0.04, 5.08], [-0.62, 0.06, 3.71], [0.29, -0.41, 2.84], [3.75, -2.80, 0.74], [2.82, -2.50, -0.72], [5.05, -1.14, -0.23], [3.98, -0.11, 0.69], [5.49, -0.29, -2.31], [4.68, 0.47, -4.54], [2.21, 0.87, -4.82], [0.76, 0.64, -2.86], [0.11, -2.52, 1.51], [1.42, -3.72, 1.41], [0.76, -5.26, -0.22], [0.01, -5.72, -2.55], [-0.51, -3.77, -4.04], [-0.32, -1.50, -3.12], [3.30, -0.93, 2.42], [2.71, -2.53, 2.80], [2.58, -1.46, 5.06], [0.92, -0.51, 6.65], [-1.21, 0.44, 5.72], [-1.53, 0.44, 3.28], [4.02, 2.17, 2.12], [3.76, 2.42, 3.47], [2.46, 2.58, 3.88], [1.41, 2.47, 2.95], [1.66, 2.05, 1.69], [2.94, 2.00, 1.29], [0.20, 3.02, 3.32], [-0.84, 2.99, 2.58], [-1.12, 2.04, 1.62], [-1.72, 2.72, 0.62], [-1.58, 2.18, -0.57], [-0.93, 2.99, -1.53], [-1.50, 3.94, -2.36], [-0.67, 4.70, -3.16], [0.70, 4.48, -3.12], [1.18, 3.47, -2.31], [0.38, 2.72, -1.54], [-2.20, 4.04, 1.07], [-3.00, 5.02, 0.51], [-3.29, 6.14, 1.29], [-2.79, 6.27, 2.58], [-1.98, 5.28, 3.14], [-1.72, 4.17, 2.38], [5.03, 2.13, 1.74], [4.57, 2.53, 4.18], [2.21, 2.87, 4.89], [3.09, 1.79, 0.24], [-2.58, 4.07, -2.37], [-1.08, 5.46, -3.80], [1.38, 5.07, -3.72], [2.24, 3.24, -2.28], [-3.41, 4.93, -0.48], [-3.92, 6.92, 0.89], [-3.03, 7.15, 3.16], [-1.58, 5.38, 4.14], [-2.40, -4.08, 7.61], [-3.20, -3.22, 6.96], [-4.14, -2.73, 7.52], [-2.88, -2.88, 5.53], [-1.78, -3.37, 4.83], [-1.54, -2.98, 3.52], [-2.41, -2.10, 2.88], [-3.51, -1.62, 3.58], [-3.74, -2.00, 4.89], [-2.15, -1.62, 1.56], [-3.11, -1.75, 0.75], [-3.14, -1.19, -0.62], [-4.29, -1.41, -1.36], [-4.39, -0.88, -2.64], [-3.32, -0.14, -3.12], [-2.21, 0.02, -2.30], [-2.10, -0.49, -1.08], [-1.71, -4.44, 7.04], [-1.08, -4.06, 5.28], [-0.68, -3.39, 3.01], [-4.17, -0.90, 3.11], [-4.59, -1.63, 5.44], [-4.01, -2.29, 1.03], [-5.10, -1.99, -0.94], [-5.28, -1.03, -3.24], [-3.34, 0.30, -4.11], [-1.38, 0.62, -2.66]], "lowdin_charge": [1.709, -0.152, -0.100, -0.275, 0.007, -0.022, -0.038, -0.183, 0.045, -0.190, -0.154, -0.283, 0.005, -0.023, -0.026, -0.129, 0.060, -0.129, -0.263, -0.003, -0.020, -0.024, -0.166, 0.027, 0.139, 0.125, 0.130, 0.077, 0.125, 0.124, 0.121, 0.076, 0.066, 0.140, 0.125, 0.123, 0.118, 0.094, 0.130, 0.141, 0.130, 0.125, 0.126, 0.095, -0.059, -0.035, 0.002, -0.316, 0.036, -0.170, 0.198, -0.281, 0.004, -0.297, 0.031, -0.360, 0.000, -0.029, -0.038, -0.122, 0.073, -0.082, 0.004, -0.043, -0.035, 0.016, -0.086, 0.117, 0.121, 0.124, 0.088, 0.113, 0.122, 0.116, 0.116, 0.105, 0.116, 0.118, 0.126, 0.139, -0.473, 0.145, -0.116, -0.004, -0.019, -0.288, -0.013, 0.015, 0.111, -0.064, -0.237, 0.010, -0.016, -0.015, -0.169, 0.017, 0.092, 0.118, 0.101, 0.126, 0.133, 0.141, 0.126, 0.126, 0.122, 0.090]}



(2)
{"formula": "C50H42LuN6O6P2", "method": "ωB97M-V/def2-TZVPD", "total_charge": 1, "e_above_lowest_kj_mol": 59.86, "max_force_ha_per_bohr": 0.039, "homo_lumo_gap_ha": 0.252, "e_tot_ha": -4628.7549, "elements": ["Lu", "O", "C", "C", "C", "C", "C", "C", "C", "O", "N", "N", "C", "C", "C", "C", "C", "C", "N", "H", "H", "H", "H", "H", "H", "H", "H", "H", "H", "O", "C", "O", "C", "C", "N", "N", "C", "C", "O", "O", "H", "H", "H", "C", "N", "C", "P", "C", "C", "C", "C", "C", "C", "C", "C", "C", "C", "C", "C", "C", "C", "C", "C", "C", "C", "P", "C", "C", "C", "C", "C", "C", "C", "C", "C", "C", "C", "C", "H", "H", "H", "H", "H", "H", "H", "H", "H", "H", "H", "H", "H", "H", "H", "H", "H", "H", "H", "H", "H", "H", "H", "H", "H", "H", "H", "H", "H"], "xyz": [[-1.37, -1.18, -0.51], [0.94, -5.12, -0.91], [0.87, -5.52, 0.38], [1.51, -6.71, 0.69], [1.50, -7.19, 1.99], [0.84, -6.49, 3.00], [0.21, -5.30, 2.70], [0.22, -4.79, 1.39], [-0.42, -3.49, 1.09], [-0.46, -3.08, -0.16], [-0.90, -2.80, 2.09], [-1.53, -1.64, 1.69], [-2.20, -1.02, 2.58], [-3.09, 0.06, 2.15], [-4.01, 0.60, 3.03], [-4.96, 1.49, 2.56], [-4.95, 1.80, 1.21], [-3.97, 1.23, 0.40], [-3.04, 0.40, 0.85], [0.43, -4.30, -1.00], [2.02, -7.25, -0.10], [2.00, -8.12, 2.21], [0.81, -6.88, 4.01], [-0.30, -4.74, 3.47], [-2.21, -1.38, 3.60], [-3.99, 0.30, 4.08], [-5.70, 1.91, 3.22], [-5.69, 2.46, 0.78], [-3.94, 1.46, -0.65], [-4.29, -3.86, -5.59], [-3.95, -2.68, -5.06], [-4.70, -1.75, -5.08], [-2.58, -2.55, -4.46], [-1.37, -2.29, -5.06], [-0.50, -1.97, -4.09], [-1.06, -2.01, -2.88], [-2.33, -2.37, -3.10], [-3.31, -2.64, -1.98], [-4.08, -3.55, -2.13], [-3.19, -1.83, -0.96], [-3.64, -4.54, -5.37], [-1.08, -2.30, -6.11], [0.49, -1.81, -4.17], [-0.14, 1.96, 0.84], [1.14, 1.72, 1.50], [2.10, 1.01, 0.67], [1.45, -0.62, 0.01], [2.17, -1.73, 1.27], [2.03, -1.37, 2.61], [2.59, -2.16, 3.60], [3.30, -3.31, 3.26], [3.43, -3.67, 1.93], [2.85, -2.90, 0.94], [2.56, -0.73, -1.44], [2.03, -0.44, -2.69], [2.84, -0.36, -3.82], [4.20, -0.57, -3.70], [4.75, -0.84, -2.45], [3.94, -0.91, -1.32], [1.65, 2.77, 2.32], [2.93, 3.28, 2.16], [3.40, 4.28, 3.01], [2.60, 4.80, 4.01], [1.31, 4.30, 4.17], [0.84, 3.29, 3.34], [0.10, 2.69, -0.89], [-1.58, 2.51, -1.61], [-1.85, 1.30, -2.25], [-3.03, 1.09, -2.95], [-3.96, 2.11, -3.05], [-3.69, 3.34, -2.46], [-2.51, 3.54, -1.74], [0.30, 4.45, -0.45], [-0.50, 5.14, 0.46], [-0.23, 6.46, 0.78], [0.86, 7.11, 0.20], [1.67, 6.43, -0.70], [1.39, 5.11, -1.02], [-0.75, 2.62, 1.44], [-0.68, 1.02, 0.77], [2.98, 0.76, 1.26], [2.43, 1.58, -0.20], [1.49, -0.47, 2.88], [2.47, -1.88, 4.64], [3.75, -3.92, 4.04], [3.98, -4.57, 1.67], [2.93, -3.21, -0.10], [0.97, -0.22, -2.77], [2.41, -0.11, -4.79], [4.84, -0.52, -4.57], [5.82, -0.98, -2.35], [4.39, -1.10, -0.36], [3.58, 2.92, 1.37], [4.41, 4.66, 2.87], [2.96, 5.58, 4.67], [0.67, 4.68, 4.95], [-0.15, 2.89, 3.50], [-1.06, 0.54, -2.32], [-3.22, 0.15, -3.47], [-4.87, 1.96, -3.62], [-4.40, 4.15, -2.55], [-2.31, 4.51, -1.31], [-1.35, 4.65, 0.93], [-0.86, 6.99, 1.49], [1.07, 8.14, 0.46], [2.52, 6.93, -1.14], [2.02, 4.58, -1.73]], "lowdin_charge": [1.571, 0.063, -0.266, -0.011, -0.065, -0.080, -0.025, -0.090, -0.403, -0.254, 0.086, -0.109, -0.041, -0.263, 0.001, -0.029, -0.019, -0.094, 0.050, 0.059, 0.124, 0.111, 0.105, 0.110, 0.139, 0.124, 0.120, 0.118, 0.079, 0.157, -0.481, 0.152, -0.068, 0.025, 0.034, 0.019, -0.178, -0.554, 0.156, -0.205, 0.130, 0.148, 0.135, -0.332, -0.179, -0.346, 1.056, -0.377, -0.100, -0.061, -0.065, -0.064, -0.103, -0.360, -0.137, -0.081, -0.066, -0.055, -0.075, -0.243, -0.027, -0.074, -0.089, -0.079, -0.038, 1.111, -0.372, -0.179, -0.068, -0.065, -0.061, -0.071, -0.387, -0.112, -0.067, -0.068, -0.071, -0.104, 0.072, 0.002, 0.099, 0.065, 0.102, 0.110, 0.111, 0.115, 0.111, 0.052, 0.110, 0.113, 0.114, 0.112, 0.105, 0.108, 0.105, 0.107, 0.110, 0.036, 0.103, 0.121, 0.116, 0.098, 0.104, 0.110, 0.110, 0.109, 0.097]}



(3)
{"formula": "C50H42N4O2PtS3Se", "method": "ωB97M-V/def2-TZVPD", "total_charge": 0, "multiplicity": 3, "max_force_ha_per_bohr": 0.041, "homo_lumo_gap_ha": [0.089, 0.180], "e_tot_ha": -6014.9601, "elements": ["Pt", "N", "S", "N", "S", "N", "S", "N", "C", "C", "C", "C", "C", "C", "C", "C", "C", "C", "C", "C", "C", "C", "C", "C", "C", "C", "C", "C", "C", "C", "C", "C", "C", "C", "C", "C", "C", "C", "C", "C", "C", "C", "C", "C", "H", "H", "H", "H", "H", "H", "H", "H", "H", "H", "H", "H", "H", "H", "H", "H", "H", "H", "H", "H", "H", "H", "H", "H", "H", "H", "H", "H", "H", "H", "C", "C", "O", "C", "C", "C", "C", "C", "C", "O", "H", "H", "H", "H", "H", "H", "H", "Se", "C", "C", "C", "C", "C", "C", "H", "H", "H", "H", "H"], "xyz": [[-1.89, 1.06, 0.31], [-1.72, -0.89, 0.70], [-1.05, -1.24, 1.97], [0.62, -1.20, 2.05], [1.43, -1.80, 0.86], [0.99, -1.50, -0.60], [0.71, -0.02, -1.30], [-0.20, 0.98, -0.75], [0.35, -0.68, -2.95], [0.92, -1.87, -3.38], [0.60, -2.35, -4.65], [-0.27, -1.62, -5.46], [-0.82, -0.43, -5.01], [-0.52, 0.04, -3.74], [2.30, 0.78, -1.51], [2.61, 1.79, -0.62], [3.85, 2.40, -0.70], [4.77, 2.01, -1.67], [4.43, 1.01, -2.57], [3.20, 0.38, -2.49], [3.11, -1.39, 1.21], [4.07, -1.79, 0.28], [5.39, -1.49, 0.52], [5.76, -0.79, 1.66], [4.80, -0.45, 2.61], [3.47, -0.75, 2.39], [1.43, -3.56, 0.90], [1.98, -4.19, 2.01], [2.07, -5.57, 2.04], [1.61, -6.31, 0.96], [1.08, -5.68, -0.16], [0.99, -4.30, -0.20], [-1.53, -2.91, 2.36], [-2.62, -3.41, 1.66], [-3.02, -4.72, 1.88], [-2.33, -5.52, 2.78], [-1.26, -5.00, 3.49], [-0.86, -3.69, 3.29], [-1.31, -0.27, 3.46], [-1.83, -0.86, 4.60], [-1.96, -0.11, 5.76], [-1.57, 1.22, 5.77], [-1.08, 1.82, 4.61], [-0.95, 1.07, 3.45], [1.57, -2.42, -2.73], [1.02, -3.28, -4.99], [-0.52, -2.00, -6.44], [-1.50, 0.12, -5.64], [-0.96, 0.96, -3.36], [1.87, 2.09, 0.11], [4.12, 3.18, 0.00], [5.74, 2.49, -1.73], [5.14, 0.72, -3.34], [2.94, -0.39, -3.20], [3.76, -2.34, -0.60], [6.14, -1.79, -0.20], [6.80, -0.52, 1.82], [5.09, 0.05, 3.52], [2.70, -0.50, 3.10], [2.36, -3.58, 2.82], [2.50, -6.06, 2.90], [1.69, -7.39, 0.98], [0.75, -6.26, -1.00], [0.58, -3.77, -1.05], [-3.13, -2.76, 0.97], [-3.87, -5.12, 1.33], [-2.63, -6.55, 2.93], [-0.73, -5.62, 4.20], [-0.03, -3.26, 3.85], [-2.14, -1.89, 4.59], [-2.35, -0.57, 6.66], [-1.66, 1.81, 6.68], [-0.81, 2.86, 4.61], [-0.56, 1.52, 2.54], [-4.96, 1.99, 3.18], [-4.17, 2.12, 1.89], [-3.41, 1.10, 1.61], [-4.29, 3.31, 1.12], [-5.37, 4.20, 1.35], [-5.53, 5.37, 0.64], [-4.62, 5.70, -0.35], [-3.54, 4.87, -0.60], [-3.32, 3.67, 0.11], [-2.21, 3.01, -0.16], [-4.54, 1.16, 3.76], [-6.02, 1.77, 2.98], [-4.91, 2.91, 3.76], [-6.12, 3.94, 2.09], [-6.38, 6.02, 0.85], [-4.75, 6.61, -0.93], [-2.82, 5.11, -1.37], [-0.85, 3.58, -2.58], [0.03, 3.85, -4.25], [1.29, 4.44, -4.30], [1.89, 4.71, -5.52], [1.25, 4.37, -6.71], [0.00, 3.76, -6.67], [-0.61, 3.50, -5.45], [1.78, 4.71, -3.38], [2.86, 5.18, -5.55], [1.72, 4.59, -7.66], [-0.50, 3.49, -7.59], [-1.59, 3.05, -5.41]], "lowdin_charge": [1.055, -0.427, 0.787, -0.344, 0.884, -0.372, 0.784, -0.445, -0.294, -0.104, -0.071, -0.069, -0.052, -0.049, -0.291, -0.062, -0.060, -0.075, -0.073, -0.061, -0.317, -0.059, -0.057, -0.053, -0.057, -0.052, -0.309, -0.076, -0.064, -0.056, -0.051, -0.040, -0.319, -0.046, -0.057, -0.068, -0.074, -0.103, -0.300, -0.064, -0.073, -0.072, -0.052, -0.084, 0.090, 0.105, 0.106, 0.110, 0.053, 0.115, 0.110, 0.105, 0.107, 0.102, 0.121, 0.113, 0.111, 0.113, 0.112, 0.122, 0.113, 0.110, 0.112, 0.102, 0.110, 0.110, 0.106, 0.109, 0.115, 0.101, 0.105, 0.105, 0.113, 0.091, -0.051, -0.406, -0.291, -0.134, -0.074, -0.142, -0.137, -0.070, -0.355, -0.408, 0.063, 0.073, 0.073, 0.087, 0.085, 0.084, 0.043, 0.944, -0.648, -0.141, -0.095, -0.094, -0.094, -0.145, 0.089, 0.099, 0.099, 0.100, 0.093]}